Molecular formula: C25H75BN2O13S12
Method: DFT, ωB97M-V/def2-TZVPD

Last columns: bonded neighbours and bond lengths (Å).
Cartesian coordinates (Å):
1 C 5.94 2.31 -0.02  C2 1.529, H10 1.084, H11 1.087, H12 1.087
2 C 5.45 3.14 -1.21  C1 1.529, S3 1.818, H13 1.084, H14 1.084
3 S 3.69 3.61 -1.10  C2 1.818, C4 1.802
4 C 2.89 2.01 -0.93  S3 1.802, B5 1.561, H15 1.094, H16 1.090
5 B 1.36 2.09 -1.19  C4 1.561, N6 1.441, O7 1.440
6 N 0.57 3.29 -1.07  B5 1.441, H17 1.020, H18 1.017
7 O 0.68 0.87 -1.56  B5 1.440, N8 1.421
8 N 0.85 -0.07 -0.50  O7 1.421, O9 1.162
9 O 0.88 -1.17 -0.87  N8 1.162
10 H 5.16 1.68 0.39  C1 1.084
11 H 6.77 1.70 -0.37  C1 1.087
12 H 6.30 2.94 0.79  C1 1.087
13 H 5.60 2.56 -2.11  C2 1.084
14 H 6.00 4.07 -1.25  C2 1.084
15 H 3.01 1.65 0.10  C4 1.094
16 H 3.32 1.24 -1.57  C4 1.090
17 H 0.42 3.44 -0.07  N6 1.020
18 H -0.35 3.08 -1.44  N6 1.017
19 C -0.42 -2.36 2.73  S20 1.790, H23 1.088, H24 1.091, H25 1.091
20 S -1.23 -0.95 1.97  C19 1.790, O21 1.490, C22 1.794
21 O -1.03 0.22 2.87  S20 1.490
22 C -2.91 -1.52 2.22  S20 1.794, H26 1.090, H27 1.091, H28 1.089
23 H 0.65 -2.18 2.71  C19 1.088
24 H -0.76 -2.46 3.76  C19 1.091
25 H -0.65 -3.26 2.16  C19 1.091
26 H -3.09 -1.68 3.29  C22 1.090
27 H -3.07 -2.45 1.67  C22 1.091
28 H -3.59 -0.76 1.85  C22 1.089
29 C -4.22 1.99 0.66  S30 1.794, H33 1.090, H34 1.091, H35 1.090
30 S -5.59 2.39 1.74  C29 1.794, O31 1.493, C32 1.795
31 O -6.00 1.11 2.40  S30 1.493
32 C -6.78 2.71 0.44  S30 1.795, H36 1.091, H37 1.089, H38 1.087
33 H -3.37 1.71 1.28  C29 1.090
34 H -4.50 1.15 0.02  C29 1.091
35 H -3.96 2.85 0.05  C29 1.090
36 H -6.88 1.83 -0.19  C32 1.091
37 H -6.44 3.57 -0.14  C32 1.089
38 H -7.73 2.94 0.91  C32 1.087
39 C 2.86 -3.94 -1.46  S40 1.789, H43 1.085, H44 1.088, H45 1.091
40 S 2.88 -3.84 0.32  C39 1.789, O41 1.488, C42 1.796
41 O 3.92 -2.84 0.71  S40 1.488
42 C 3.55 -5.47 0.66  S40 1.796, H46 1.090, H47 1.090, H48 1.087
43 H 2.50 -2.99 -1.84  C39 1.085
44 H 3.86 -4.12 -1.85  C39 1.088
45 H 2.18 -4.74 -1.77  C39 1.091
46 H 4.53 -5.56 0.18  C42 1.090
47 H 2.87 -6.22 0.28  C42 1.090
48 H 3.65 -5.57 1.73  C42 1.087
49 C -1.15 -6.53 4.44  S50 1.797, H53 1.087, H54 1.090, H55 1.090
50 S -1.10 -6.98 2.70  C49 1.797, O51 1.488, C52 1.796
51 O -0.31 -5.93 2.00  S50 1.488
52 C -2.83 -6.66 2.37  S50 1.796, H56 1.090, H57 1.090, H58 1.087
53 H -0.14 -6.62 4.84  C49 1.087
54 H -1.50 -5.50 4.54  C49 1.090
55 H -1.82 -7.21 4.97  C49 1.090
56 H -3.08 -5.63 2.61  C52 1.090
57 H -3.44 -7.34 2.96  C52 1.090
58 H -3.02 -6.84 1.31  C52 1.087
59 C -5.89 3.05 6.05  S60 1.795, H63 1.089, H64 1.090, H65 1.090
60 S -7.27 3.96 5.36  C59 1.795, O61 1.488, C62 1.793
61 O -6.75 4.73 4.19  S60 1.488
62 C -7.44 5.13 6.71  S60 1.793, H66 1.088, H67 1.089, H68 1.087
63 H -5.60 2.29 5.32  C59 1.089
64 H -5.05 3.73 6.23  C59 1.090
65 H -6.20 2.57 6.98  C59 1.090
66 H -6.51 5.67 6.85  C62 1.088
67 H -7.70 4.60 7.62  C62 1.089
68 H -8.23 5.83 6.46  C62 1.087
69 C -4.44 6.33 9.28  S70 1.798, H73 1.088, H74 1.090, H75 1.090
70 S -5.74 7.05 10.29  C69 1.798, O71 1.486, C72 1.796
71 O -7.03 6.70 9.66  S70 1.486
72 C -5.38 8.76 9.85  S70 1.796, H76 1.090, H77 1.090, H78 1.087
73 H -4.51 5.25 9.37  C69 1.088
74 H -4.58 6.62 8.24  C69 1.090
75 H -3.47 6.67 9.64  C69 1.090
76 H -5.47 8.88 8.77  C72 1.090
77 H -4.38 9.02 10.19  C72 1.090
78 H -6.12 9.39 10.35  C72 1.087
79 C 9.50 2.80 -4.85  S80 1.789, H83 1.089, H84 1.082, H85 1.087
80 S 7.98 3.13 -3.96  C79 1.789, O81 1.490, C82 1.797
81 O 7.67 1.91 -3.17  S80 1.490
82 C 6.92 3.12 -5.41  S80 1.797, H86 1.090, H87 1.089, H88 1.089
83 H 10.30 2.72 -4.13  C79 1.089
84 H 9.40 1.87 -5.39  C79 1.082
85 H 9.70 3.61 -5.55  C79 1.087
86 H 7.00 2.16 -5.92  C82 1.090
87 H 7.21 3.93 -6.08  C82 1.089
88 H 5.89 3.27 -5.07  C82 1.089
89 C 9.25 1.04 -10.11  S90 1.795, H93 1.087, H94 1.089, H95 1.090
90 S 8.98 1.09 -8.34  C89 1.795, O91 1.489, C92 1.795
91 O 9.71 2.28 -7.82  S90 1.489
92 C 9.97 -0.35 -7.95  S90 1.795, H96 1.090, H97 1.089, H98 1.088
93 H 8.74 1.89 -10.55  C89 1.087
94 H 10.32 1.10 -10.32  C89 1.089
95 H 8.83 0.12 -10.51  C89 1.090
96 H 10.99 -0.19 -8.30  C92 1.090
97 H 9.53 -1.23 -8.41  C92 1.089
98 H 9.97 -0.47 -6.86  C92 1.088
99 C 4.03 -0.48 -5.29  S100 1.791, H103 1.088, H104 1.090, H105 1.090
100 S 3.21 -1.44 -4.03  C99 1.791, O101 1.488, C102 1.791
101 O 3.73 -2.83 -4.13  S100 1.488
102 C 1.57 -1.43 -4.76  S100 1.791, H106 1.089, H107 1.091, H108 1.085
103 H 5.08 -0.41 -5.03  C99 1.088
104 H 3.92 -0.98 -6.26  C99 1.090
105 H 3.59 0.52 -5.33  C99 1.090
106 H 1.61 -1.88 -5.75  C102 1.089
107 H 1.21 -0.40 -4.82  C102 1.091
108 H 0.91 -2.01 -4.13  C102 1.085
109 C -1.09 -3.93 -2.22  S110 1.798, H113 1.087, H114 1.090, H115 1.090
110 S -1.30 -4.60 -3.88  C109 1.798, O111 1.487, C112 1.797
111 O -0.60 -3.67 -4.81  S110 1.487
112 C -3.05 -4.24 -4.00  S110 1.797, H116 1.090, H117 1.090, H118 1.087
113 H -0.03 -4.02 -1.96  C109 1.087
114 H -1.38 -2.88 -2.21  C109 1.090
115 H -1.68 -4.51 -1.52  C109 1.090
116 H -3.22 -3.17 -3.87  C112 1.090
117 H -3.59 -4.81 -3.25  C112 1.090
118 H -3.38 -4.54 -4.99  C112 1.087
119 C -8.00 -3.91 2.15  S120 1.795, H123 1.087, H124 1.090, H125 1.089
120 S -6.71 -3.84 0.91  C119 1.795, O121 1.490, C122 1.795
121 O -5.47 -4.39 1.53  S120 1.490
122 C -6.55 -2.05 0.91  S120 1.795, H126 1.090, H127 1.089, H128 1.088
123 H -8.23 -4.96 2.33  C119 1.087
124 H -7.65 -3.44 3.07  C119 1.090
125 H -8.89 -3.40 1.77  C119 1.089
126 H -6.30 -1.70 1.92  C122 1.090
127 H -7.48 -1.60 0.58  C122 1.089
128 H -5.75 -1.78 0.23  C122 1.088

Output
Orbital gap   8.04 eV
E_LUMO   0.22 eV
DFT total energy   -6887.88774 a.u.
Strongest force on any atom   1.10 eV Å⁻¹
HOMO level   -0.2873 Eh

Molecular formula: C25H75N16O11
Method: DFT, ωB97M-V/def2-TZVPD

Last columns: bonded neighbours and bond lengths (Å).
Cartesian coordinates (Å):
1 C 9.38 -6.89 -8.58  C2 1.542, H5 1.090, H6 1.090, H7 1.090
2 C 7.92 -6.40 -8.63  C1 1.542, C3 1.456, O4 1.399, H8 1.090
3 C 7.04 -7.31 -7.90  C2 1.456, H9 1.090, H10 1.090, H11 1.090
4 O 7.74 -5.01 -8.66  C2 1.399
5 H 9.97 -6.63 -9.46  C1 1.090
6 H 9.42 -7.98 -8.61  C1 1.090
7 H 9.91 -6.54 -7.70  C1 1.090
8 H 7.80 -6.78 -9.64  C2 1.090
9 H 7.06 -7.33 -6.81  C3 1.090
10 H 7.31 -8.32 -8.20  C3 1.090
11 H 6.03 -7.11 -8.26  C3 1.090
12 C 9.26 -11.18 -2.13  C13 1.511, H18 1.090, H19 1.090, H20 1.090
13 C 8.24 -10.18 -2.62  C12 1.511, C14 1.573, N17 1.468, H21 1.090
14 C 7.74 -10.44 -4.09  C13 1.573, O15 1.426, H22 1.090, H23 1.090
15 O 8.86 -10.49 -4.98  C14 1.426, C16 1.418
16 C 8.42 -10.79 -6.30  O15 1.418, H24 1.090, H25 1.090, H26 1.090
17 N 7.00 -10.26 -1.84  C13 1.468, H27 1.010, H28 1.010
18 H 10.22 -10.96 -2.60  C12 1.090
19 H 8.88 -12.19 -2.28  C12 1.090
20 H 9.29 -10.95 -1.07  C12 1.090
21 H 8.56 -9.16 -2.41  C13 1.090
22 H 7.14 -9.58 -4.37  C14 1.090
23 H 7.16 -11.36 -4.13  C14 1.090
24 H 7.77 -10.02 -6.71  C16 1.090
25 H 8.03 -11.80 -6.40  C16 1.090
26 H 9.29 -10.60 -6.92  C16 1.090
27 H 6.64 -11.20 -1.74  N17 1.010
28 H 7.20 -9.97 -0.89  N17 1.010
29 C 1.12 -7.13 -4.72  C30 1.566, H35 1.090, H36 1.090, H37 1.090
30 C 0.21 -6.92 -5.98  C29 1.566, C31 1.503, N34 1.399, H38 1.090
31 C 0.74 -7.65 -7.18  C30 1.503, O32 1.474, H39 1.090, H40 1.090
32 O 1.90 -6.96 -7.78  C31 1.474, C33 1.402
33 C 2.58 -7.58 -8.85  O32 1.402, H41 1.090, H42 1.090, H43 1.090
34 N -1.06 -7.36 -5.58  C30 1.399, H44 1.010, H45 1.010
35 H 1.14 -8.18 -4.41  C29 1.090
36 H 0.92 -6.43 -3.91  C29 1.090
37 H 2.17 -6.99 -5.00  C29 1.090
38 H -0.01 -5.93 -6.37  C30 1.090
39 H -0.04 -7.61 -7.94  C31 1.090
40 H 0.88 -8.72 -7.07  C31 1.090
41 H 1.99 -7.72 -9.75  C33 1.090
42 H 2.91 -8.59 -8.61  C33 1.090
43 H 3.42 -6.97 -9.17  C33 1.090
44 H -1.68 -7.10 -6.34  N34 1.010
45 H -1.00 -8.34 -5.80  N34 1.010
46 C 4.77 -9.40 -11.23  C47 1.468, H52 1.090, H53 1.090, H54 1.090
47 C 5.85 -10.38 -11.41  C46 1.468, C48 1.594, N51 1.472, H55 1.090
48 C 7.35 -9.97 -11.09  C47 1.594, O49 1.455, H56 1.090, H57 1.090
49 O 8.33 -10.98 -11.46  C48 1.455, C50 1.429
50 C 8.55 -11.38 -12.82  O49 1.429, H58 1.090, H59 1.090, H60 1.090
51 N 5.50 -11.59 -10.65  C47 1.472, H61 1.010, H62 1.010
52 H 4.88 -8.70 -10.41  C46 1.090
53 H 3.78 -9.83 -11.10  C46 1.090
54 H 4.80 -8.95 -12.22  C46 1.090
55 H 5.90 -10.78 -12.43  C47 1.090
56 H 7.41 -9.81 -10.01  C48 1.090
57 H 7.67 -9.05 -11.58  C48 1.090
58 H 9.23 -10.68 -13.30  C50 1.090
59 H 7.66 -11.49 -13.45  C50 1.090
60 H 9.03 -12.35 -12.69  C50 1.090
61 H 6.24 -12.25 -10.80  N51 1.010
62 H 5.57 -11.28 -9.69  N51 1.010
63 C 9.13 -6.42 -4.65  C64 1.547, H69 1.090, H70 1.090, H71 1.090
64 C 8.71 -5.56 -3.43  C63 1.547, C65 1.555, N68 1.400, H72 1.090
65 C 9.74 -4.45 -3.08  C64 1.555, O66 1.486, H73 1.090, H74 1.090
66 O 10.15 -3.63 -4.25  C65 1.486, C67 1.378
67 C 11.07 -2.65 -3.96  O66 1.378, H75 1.090, H76 1.090, H77 1.090
68 N 7.45 -5.11 -3.82  C64 1.400, H78 1.010, H79 1.010
69 H 9.23 -5.70 -5.45  C63 1.090
70 H 8.41 -7.18 -4.96  C63 1.090
71 H 10.09 -6.88 -4.41  C63 1.090
72 H 8.47 -6.19 -2.57  C64 1.090
73 H 10.63 -4.86 -2.62  C65 1.090
74 H 9.28 -3.89 -2.27  C65 1.090
75 H 10.85 -1.70 -4.46  C67 1.090
76 H 12.01 -3.04 -4.35  C67 1.090
77 H 11.39 -2.51 -2.92  C67 1.090
78 H 6.87 -5.83 -4.23  N68 1.010
79 H 6.98 -4.67 -3.04  N68 1.010
80 C 3.82 -4.29 -6.66  O81 1.197, N82 1.261, N83 1.248
81 O 4.74 -4.04 -5.93  C80 1.197
82 N 4.01 -4.92 -7.73  C80 1.261, H84 1.010, H85 1.010
83 N 2.60 -4.18 -6.42  C80 1.248, H86 1.010, H87 1.010
84 H 3.19 -5.43 -8.00  N82 1.010
85 H 4.98 -5.06 -7.99  N82 1.010
86 H 2.39 -3.95 -5.46  N83 1.010
87 H 1.93 -4.25 -7.17  N83 1.010
88 C 9.17 -6.95 -13.33  O89 1.228, N90 1.309, N91 1.267
89 O 8.36 -6.17 -13.82  C88 1.228
90 N 9.88 -6.74 -12.25  C88 1.309, H92 1.010, H93 1.010
91 N 9.57 -8.06 -13.79  C88 1.267, H94 1.010, H95 1.010
92 H 9.38 -5.96 -11.83  N90 1.010
93 H 10.47 -7.36 -11.72  N90 1.010
94 H 10.17 -8.67 -13.25  N91 1.010
95 H 9.46 -8.22 -14.78  N91 1.010
96 C 13.34 -8.30 -8.75  O97 1.234, N98 1.284, N99 1.297
97 O 12.86 -9.36 -8.32  C96 1.234
98 N 14.60 -8.16 -8.95  C96 1.284, H100 1.010, H101 1.010
99 N 12.75 -7.16 -8.97  C96 1.297, H102 1.010, H103 1.010
100 H 15.22 -8.95 -8.84  N98 1.010
101 H 15.07 -7.31 -9.23  N98 1.010
102 H 11.78 -7.11 -8.70  N99 1.010
103 H 13.34 -6.37 -9.17  N99 1.010
104 C 10.49 -12.17 -9.12  O105 1.213, N106 1.320, N107 1.349
105 O 11.14 -12.76 -8.29  C104 1.213
106 N 9.53 -12.73 -9.83  C104 1.320, H108 1.010, H109 1.010
107 N 10.67 -10.87 -9.43  C104 1.349, H110 1.010, H111 1.010
108 H 8.98 -12.27 -10.54  N106 1.010
109 H 9.28 -13.70 -9.70  N106 1.010
110 H 10.04 -10.48 -10.11  N107 1.010
111 H 11.29 -10.24 -8.93  N107 1.010
112 C 5.03 -11.45 -7.31  O113 1.205, N114 1.296, N115 1.337
113 O 5.96 -10.89 -7.83  C112 1.205
114 N 4.15 -10.90 -6.54  C112 1.296, H116 1.010, H117 1.010
115 N 4.68 -12.67 -7.72  C112 1.337, H118 1.010, H119 1.010
116 H 4.37 -9.98 -6.19  N114 1.010
117 H 3.55 -11.56 -6.06  N114 1.010
118 H 4.01 -13.24 -7.21  N115 1.010
119 H 5.15 -13.03 -8.54  N115 1.010
120 C 5.94 -2.52 -10.35  O121 1.213, N122 1.286, N123 1.312
121 O 5.09 -1.69 -10.55  C120 1.213
122 N 5.66 -3.77 -10.42  C120 1.286, H124 1.010, H125 1.010
123 N 7.24 -2.41 -10.15  C120 1.312, H126 1.010, H127 1.010
124 H 6.16 -4.32 -9.74  N122 1.010
125 H 4.74 -4.02 -10.75  N122 1.010
126 H 7.61 -1.52 -9.87  N123 1.010
127 H 7.74 -3.26 -9.95  N123 1.010

Output
Orbital gap (alpha / beta)   8.55 / 6.13 eV
E_LUMO (alpha / beta)   0.08 / -2.34 eV
DFT total energy   -2701.09285 a.u.
2S+1   2
Strongest force on any atom   8.02 eV Å⁻¹
HOMO level (alpha / beta)   -0.3113 / -0.3113 Eh

- The highest DFT total energy belongs to which entry?
  C25H75N16O11

- Among the records above, which one has the lowest strongest force on any atom?
  C25H75BN2O13S12

- Look up the DFT total energy of the second one.
  -2701.09285 a.u.

- What is the DFT total energy in the second record?
  -2701.09285 a.u.